17
Properties=species:S:1:pos:R:3:forces:R:3:nbo_charge:R:1 method="wB97M-V/def2-TZVPD" spin_multiplicity=2 total_charge=+2 s_squared=0.754 e_lumo_ev="-10.20 / -12.35" e_homo_ev="-18.36 / -18.36"
Sn 1.596598 1.517301 -1.422563 2.2 5.9 -7.4 1.74
F -0.102675 1.288248 -0.794469 -5.1 0.1 1.6 -0.49
O -3.192549 -1.325713 -1.669391 1.0 1.2 0.7 -0.44
O -1.258840 -0.656829 -0.715495 1.8 0.7 0.4 -0.49
O -3.112879 0.459827 -0.294048 0.3 0.9 0.5 -0.42
O 2.892051 0.569740 -0.566562 3.8 -2.9 2.6 -0.81
C -0.854520 0.370944 0.068923 0.5 -4.1 2.4 0.43
C -2.117603 1.050737 0.543865 -0.2 0.1 0.2 -0.16
C 2.103029 -1.273769 0.669252 1.5 -1.0 -0.7 -0.22
C 3.091720 -0.314301 0.290706 0.4 -1.2 1.8 0.42
C -2.610565 -0.547963 -0.990308 -2.6 -1.9 -1.2 0.94
H 4.081076 -0.356134 0.768501 -0.1 0.1 -0.1 0.25
H -2.091647 2.133548 0.392560 -0.1 -0.1 0.1 0.26
H 1.514262 -1.696510 -0.147841 -0.5 0.2 0.3 0.24
H 2.347044 -1.929189 1.508111 -0.4 0.3 0.1 0.28
H -2.329124 0.811287 1.591796 0.1 0.1 -0.1 0.26
H 0.044627 -0.101228 0.766970 -2.6 1.8 -1.2 0.20


70
Properties=species:S:1:pos:R:3:forces:R:3:nbo_charge:R:1 method="wB97M-V/def2-TZVPD" spin_multiplicity=1 e_above_lowest_ev=2.667 e_lumo_ev=0.76 e_homo_ev=-7.77
O -0.973172 -2.914352 -1.808875 0.3 0.2 0.0 -0.50
O 2.020829 -2.504334 1.947235 -0.5 -0.1 -0.4 -0.52
O -4.982105 -0.079520 -1.602317 0.0 0.2 0.3 -0.50
O -0.157974 -3.704858 0.900092 0.1 0.7 -0.2 -0.52
N 3.296968 1.205199 -1.283443 0.1 0.0 -0.1 -0.45
N -0.130724 1.872577 1.279788 0.3 0.2 0.2 -0.46
C -1.657402 0.793968 2.907633 0.1 0.0 0.0 -0.43
C 0.539015 -2.779369 0.140775 -0.1 -0.4 0.1 0.13
C -3.825289 0.998503 1.651876 0.1 -0.1 -0.1 -0.19
C 4.706359 1.416343 -1.537460 0.0 0.0 0.0 -0.40
C 2.717209 0.170452 -2.132065 0.1 0.0 0.1 -0.25
C 2.372518 -1.203414 -0.070419 0.1 -0.1 0.2 -0.36
C 3.095289 -1.841965 2.565908 0.2 0.1 0.1 -0.25
C -4.122528 0.079696 -0.549737 -0.1 0.1 0.2 0.30
C 2.558898 2.454796 -1.324851 -0.3 0.0 0.1 -0.21
C 1.928289 -0.838959 -1.335468 -0.3 -0.2 0.0 0.02
C 1.156736 2.360488 -0.720573 0.4 0.3 0.1 -0.23
C 0.800392 -1.438366 -1.850343 0.1 0.0 0.1 -0.28
C 0.104106 -2.419708 -1.137683 0.1 0.0 0.0 0.30
C 0.546382 -4.884314 1.229411 0.2 -0.3 0.0 -0.25
C 1.213162 1.981340 0.759008 0.0 -0.2 -0.3 -0.22
C 1.676127 -2.138512 0.674396 0.0 0.0 0.0 0.35
C -2.519419 0.523862 1.704145 -0.1 -0.1 0.1 -0.06
C -4.622316 0.777496 0.547950 -0.1 -0.1 -0.3 -0.27
C -2.035599 -0.180627 0.612755 -0.2 0.0 0.1 -0.11
C 0.424150 3.694748 -0.865969 -0.2 -0.3 -0.1 -0.38
C -1.820160 -3.883657 -1.231564 -0.4 -0.3 0.1 -0.24
C -4.525251 -0.782737 -2.730110 0.1 -0.1 -0.2 -0.25
C -2.818582 -0.397049 -0.508055 -0.1 -0.1 -0.3 -0.33
C -0.939822 3.610643 -0.190100 0.1 0.2 0.2 -0.40
C -0.210388 1.165645 2.538232 0.0 0.0 0.0 -0.20
C -0.785065 3.162045 1.259961 -0.2 0.0 -0.2 -0.22
H -3.670819 -0.283315 -3.198759 0.0 0.0 0.0 0.17
H -1.303293 -4.834115 -1.078734 0.0 0.1 0.0 0.17
H 1.399027 -4.679865 1.879707 -0.1 0.0 -0.1 0.19
H 3.257372 -0.724769 0.313519 0.1 0.1 0.1 0.23
H -1.442898 4.578693 -0.227408 -0.1 0.0 0.0 0.20
H 1.016618 4.483804 -0.393991 0.1 0.1 0.0 0.19
H 5.101539 2.111555 -0.796995 0.1 0.0 0.0 0.20
H -4.245948 -1.811065 -2.478333 0.0 0.0 0.0 0.17
H 5.237173 0.470730 -1.434478 0.1 0.0 0.0 0.20
H 3.145542 -2.247254 3.575773 0.0 0.1 -0.1 0.20
H -5.361152 -0.796817 -3.428499 0.1 0.0 0.0 0.20
H -1.771701 3.070319 1.713361 0.0 0.0 0.1 0.21
H 0.897520 -5.399926 0.327080 -0.1 0.0 0.0 0.17
H 1.809170 2.734821 1.310969 0.0 0.0 0.0 0.15
H 0.581878 1.584588 -1.232501 0.0 0.0 0.0 0.21
H -1.028444 -0.563211 0.621932 0.2 0.0 0.0 0.20
H -2.396354 -0.934192 -1.341380 0.0 -0.1 -0.1 0.23
H 2.927173 -0.761629 2.617594 0.0 0.0 0.0 0.18
H 0.427583 -1.178933 -2.828937 -0.1 0.1 -0.2 0.22
H 0.307516 3.950602 -1.921529 0.1 0.1 0.0 0.21
H 1.710827 1.016462 0.853698 0.0 0.1 0.1 0.22
H 4.910413 1.826845 -2.539500 0.0 0.0 0.0 0.16
H -0.168314 -5.516797 1.753909 0.1 0.0 0.0 0.19
H -2.620155 -4.029180 -1.958967 0.0 0.0 0.1 0.18
H 2.080548 0.603166 -2.915858 0.0 0.0 0.0 0.19
H -2.238241 -3.539499 -0.283902 0.0 -0.1 -0.1 0.20
H 2.474535 2.833970 -2.361537 0.1 0.0 0.0 0.16
H 3.524753 -0.370287 -2.639132 0.0 0.1 0.0 0.21
H 3.130761 3.191088 -0.752061 0.0 0.1 0.0 0.19
H -0.209566 3.919637 1.828098 0.0 0.0 0.0 0.16
H 0.371975 0.247860 2.420942 0.1 0.0 0.0 0.20
H 4.041189 -2.037807 2.050366 0.0 0.0 0.0 0.18
H -5.636266 1.144083 0.508763 -0.1 0.0 0.0 0.22
H 0.236373 1.739346 3.373557 0.0 -0.1 -0.1 0.17
H -1.560115 2.876610 -0.706620 -0.1 0.0 0.0 0.21
H -1.626144 -0.096186 3.542758 0.0 0.1 0.1 0.22
H -2.111826 1.592982 3.497745 0.0 0.0 0.0 0.20
H -4.228901 1.551657 2.489197 0.0 0.1 0.1 0.21


119
Properties=species:S:1:pos:R:3:forces:R:3:lowdin_charge:R:1 method="wB97M-V/def2-TZVPD" spin_multiplicity=1 e_lumo_ev=0.08 e_homo_ev=-9.27
Br -13.835090 -7.779104 -2.749369 -0.2 0.0 0.0 0.65
Br -9.889185 -7.250230 -5.189690 -1.4 0.3 0.2 0.56
Br -8.301599 -11.597451 -1.536713 0.8 -0.2 -0.5 0.57
Br 0.102821 -17.041183 -5.388070 0.7 0.2 -0.3 0.57
Br -12.845946 -18.533224 -2.427574 0.1 -0.2 -0.6 0.54
Br -4.539420 -13.175947 -3.864905 -1.0 -0.4 0.7 0.55
Br 2.943574 -13.392994 -5.960476 -0.8 -0.4 0.0 0.58
Br -11.170444 -15.964827 -4.240186 0.0 -0.6 -0.1 0.57
O -3.457800 -11.017634 3.456447 1.9 2.0 -1.1 0.00
O -5.540581 -19.133615 0.324733 -0.4 -0.3 1.6 0.13
O -5.910800 -20.251016 -1.567017 1.6 -0.3 -1.5 0.03
O -6.055047 -2.639806 -0.219608 -0.6 -0.1 -0.2 0.12
O -7.120947 -11.030099 -12.515963 -0.8 -1.2 0.5 0.00
O -7.149828 -13.219188 -11.687713 -0.9 3.2 -0.3 0.09
O -9.699054 -15.253854 4.908784 0.2 0.8 0.8 0.00
O -9.862862 -15.324416 7.030542 0.7 1.3 -0.5 -0.02
O -4.017677 -10.253952 1.343335 1.5 -0.1 1.8 0.10
O -4.198502 -18.923179 -1.392839 1.8 0.0 -2.4 0.03
O -8.088941 -1.981776 0.563307 -0.1 -0.4 -0.8 0.02
O -9.519753 -13.241642 5.997357 -0.9 -2.3 0.6 0.11
O -8.231437 -11.414541 -10.682607 0.5 -1.0 -0.1 0.00
O -7.706596 -18.170439 -9.110275 0.8 0.3 -1.2 -0.01
O -2.199169 -9.497697 2.577029 -0.3 -0.5 0.2 -0.02
O -7.850933 -4.076508 -0.241016 -1.3 3.0 0.7 -0.04
N -5.944662 -16.999624 -8.367273 1.1 0.5 2.1 -0.19
C -3.289037 -10.272117 2.332666 -1.0 0.3 -0.2 -0.52
C 1.365485 -14.613843 -6.050383 0.3 0.4 -0.6 -0.69
C -9.719087 -14.453174 6.010345 0.9 0.6 -1.0 -0.53
C -6.680710 -17.540175 -9.359066 -0.9 -0.5 1.8 -0.34
C -7.474195 -12.022999 -11.664997 -0.1 -1.5 1.8 -0.51
C -11.792533 -6.999151 -4.609567 -0.3 0.0 1.6 -0.65
C -7.224479 -2.848700 -0.014770 -0.1 -1.2 0.4 -0.53
C -8.131761 -20.651368 -0.949737 -0.4 -1.2 0.3 -0.06
C -12.723889 -18.460853 -4.409533 0.2 1.2 0.9 -0.64
C -9.614892 -15.702533 2.597851 0.8 -0.3 0.5 -0.07
C -7.055983 -5.172567 -0.581987 1.4 0.5 -0.5 -0.07
C -8.745979 -12.158608 -9.498983 0.2 -0.3 -0.1 -0.18
C 1.773630 -15.947626 -5.517110 -0.3 -0.5 0.9 -0.67
C -5.215519 -19.453797 -0.780063 -1.0 1.0 1.2 -0.65
C -6.613538 -11.456595 -13.762811 1.3 1.0 -1.4 -0.07
C -12.023236 -7.903578 -3.345566 1.3 0.3 -1.7 -0.75
C -7.653061 -0.583653 0.670936 0.5 -0.6 -0.2 -0.21
C -4.826645 -16.129410 -8.673973 -0.1 0.0 -1.3 -0.08
C -8.698529 0.252050 1.346298 -0.5 -0.8 0.3 -0.08
C -11.380530 -17.814446 -4.860865 -1.5 -0.8 0.1 -0.67
C -1.618059 -8.698206 1.532732 -1.3 -0.5 -0.6 -0.03
C -4.622160 -13.050735 3.018915 -0.7 0.5 1.9 -0.05
C -3.275134 -17.979583 -0.861148 0.1 1.0 0.8 -0.03
C -10.119529 -12.717504 -9.846792 0.2 -0.5 -1.2 -0.07
C -6.756230 -21.267256 -1.025227 0.0 1.1 0.5 -0.20
C -4.633241 -11.707882 3.761820 -0.2 -0.4 -1.0 -0.23
C -10.002187 -14.670688 3.635594 -0.6 -1.0 -0.4 -0.22
C -6.195892 -17.210001 -6.884635 0.0 -1.0 -2.2 0.00
C -6.808146 -11.909601 -2.821617 -0.7 0.6 -0.6 -0.71
C -10.427558 -14.904630 8.271411 -0.7 -0.6 -0.2 -0.04
C -6.169964 -13.234291 -2.659381 0.8 -0.5 0.6 -0.63
H -8.539469 -15.869593 2.658414 0.3 0.5 -0.6 0.08
H -10.644738 -11.981408 -10.455420 -0.1 -0.1 0.0 0.08
H -8.888369 -0.155397 2.339290 0.1 0.3 0.2 0.08
H -8.328635 1.276200 1.395223 -0.2 0.0 0.1 0.08
H -6.645155 -5.024059 -1.580622 0.2 0.0 -0.1 0.09
H -11.491881 -17.757620 -5.943675 0.6 0.0 0.0 0.05
H -1.138176 -7.811303 1.946530 0.2 -0.5 0.3 0.09
H -6.610754 -16.308688 -6.433379 0.2 -0.2 0.2 0.09
H -3.886245 -16.316994 -8.155730 -0.4 -0.2 0.5 0.09
H -6.236106 -5.131977 0.135125 0.2 -1.0 -0.1 0.10
H -3.735472 -13.589004 3.353785 0.1 -0.1 -0.4 0.08
H -4.731600 -12.967615 1.937608 0.0 0.0 0.3 0.08
H -6.661315 -22.106050 -1.714808 -0.2 0.1 0.1 0.13
H -8.105188 -12.991879 -9.210646 0.4 0.1 -0.4 0.11
H -7.645675 -6.087951 -0.631213 -0.1 0.3 0.6 0.10
H -4.577796 -16.301594 -9.721130 0.1 0.1 -0.2 0.07
H -6.181317 -17.319857 -10.315246 -0.6 -0.3 -0.4 0.13
H -10.144234 -15.722356 8.934100 -0.2 0.3 0.2 0.10
H -6.842030 -18.083450 -6.796988 -0.5 0.4 0.0 0.08
H -6.736573 -0.585498 1.260973 0.1 0.1 -0.2 0.12
H 0.505549 -14.162271 -5.555716 0.4 0.0 0.3 0.05
H -11.749820 -8.919629 -3.630154 -0.4 -0.1 0.3 0.04
H -5.837020 -13.317425 -1.624805 0.5 -0.2 -0.2 0.05
H -9.890867 -13.600953 -10.442893 -0.1 0.2 -0.7 0.07
H -5.262979 -17.588422 -6.466813 0.2 0.7 0.3 0.08
H -10.538196 -18.419626 -4.525701 0.0 0.3 -0.2 0.05
H 2.124757 -15.954011 -4.485232 -0.1 0.3 -0.1 0.05
H -6.776885 -14.115738 -2.866247 0.1 0.2 -0.5 0.07
H -8.170677 -19.803693 -0.265606 0.2 0.1 -0.3 0.08
H -6.033907 -11.152600 -2.696689 -0.5 0.2 0.2 0.05
H -3.455459 -17.706810 0.178646 -0.2 -0.6 0.1 0.09
H -7.262908 -11.818246 -3.807992 0.0 0.2 0.2 0.05
H -9.663831 0.196511 0.843105 0.1 0.2 -0.3 0.08
H -4.551241 -11.780521 4.846314 -0.3 -0.5 -0.1 0.13
H -11.987234 -5.982853 -4.267032 0.8 0.2 -0.2 0.05
H -5.569892 -11.766323 -13.708332 -0.3 -1.1 0.4 0.10
H -0.981566 -9.354548 0.939286 0.3 0.4 0.1 0.10
H -2.429200 -8.344878 0.896095 0.0 0.0 -0.2 0.09
H -8.708389 -11.466845 -8.657467 -0.2 0.4 -0.4 0.11
H -9.528268 -13.707513 3.446432 -0.1 0.0 0.4 0.12
H -10.178822 -13.931422 8.694607 0.5 0.0 -0.5 0.10
H -7.456330 -0.178677 -0.321736 0.2 -0.3 -0.1 0.13
H -5.468324 -13.522028 3.518898 -0.2 -0.7 -0.7 0.07
H 1.110515 -14.714320 -7.105371 0.2 0.2 0.0 0.05
H -13.555241 -17.808943 -4.677800 0.1 -0.1 -0.1 0.04
H -9.956003 -16.705622 2.853893 -0.7 0.2 0.0 0.08
H -8.778874 -21.411125 -0.511420 -0.4 0.0 -0.1 0.08
H -6.381143 -21.542363 -0.039469 -0.1 -0.1 0.0 0.13
H 2.543677 -16.433737 -6.116115 -0.5 -0.1 -0.2 0.06
H -2.233582 -18.270110 -0.998480 -0.3 -0.8 0.1 0.09
H -5.511526 -11.106083 3.528228 -0.1 0.0 -0.2 0.13
H -11.495893 -14.930784 8.056783 -0.2 0.1 0.6 0.10
H -3.289466 -17.012300 -1.363403 -0.8 -0.2 -0.6 0.09
H -10.823896 -13.181498 -9.156378 0.5 0.7 1.0 0.08
H -11.345062 -7.584706 -2.554042 -0.3 0.0 0.0 0.05
H -7.264822 -12.069518 -14.385913 0.0 -0.5 0.7 0.10
H -12.944389 -19.467186 -4.765591 0.5 0.1 -0.1 0.06
H -5.108397 -15.077121 -8.636702 0.1 0.1 0.4 0.09
H -11.091291 -14.639295 3.604378 -0.1 0.8 0.0 0.12
H -6.433458 -10.574687 -14.377574 -0.7 0.6 0.3 0.09
H -8.491425 -20.429672 -1.954523 0.0 0.3 0.2 0.08
H -12.544695 -7.127665 -5.387914 0.6 -0.7 -0.3 0.05
H -9.973277 -15.392439 1.616263 0.3 -0.2 0.0 0.08


48
Properties=species:S:1:pos:R:3:forces:R:3:nbo_charge:R:1 method="wB97M-V/def2-TZVPD" spin_multiplicity=1 e_above_lowest_ev=0.000 e_lumo_ev=-0.35 e_homo_ev=-8.45
Cl 8.412491 1.915309 1.269325 0.2 0.0 0.0 0.01
O 0.491880 -2.436827 0.262458 0.1 -0.2 0.0 -0.62
O -2.533685 4.256952 0.715980 0.1 0.1 -0.6 -0.39
O -3.373507 -0.249227 -0.625389 -0.2 -0.1 0.0 -0.61
O 0.370939 2.247973 -0.162611 0.0 0.2 0.0 -0.65
N -1.447955 -1.343281 -0.162613 -0.1 -0.3 0.1 -0.47
N 2.665375 1.039400 0.345163 -0.8 0.4 -0.2 -0.56
N -1.494099 0.994532 -0.398866 -0.2 0.4 -0.1 -0.46
C -3.091249 -5.063515 -3.049918 0.0 0.0 0.3 -0.60
C -2.267262 2.213485 -0.594268 -0.2 0.4 -0.2 -0.27
C 6.235314 0.344311 1.009161 0.1 0.2 0.0 -0.19
C 6.730569 1.639850 1.001027 -0.3 0.0 0.0 -0.06
C -2.184784 -0.208594 -0.409021 0.1 0.1 0.0 0.81
C 4.025145 1.190529 0.569407 1.0 0.0 0.2 0.22
C -2.994557 -4.504383 -1.636016 0.1 0.2 -0.2 -0.39
C -2.746869 4.640878 1.986635 -0.2 -0.1 0.9 0.08
C -2.167782 -2.612493 -0.191728 -0.1 -0.3 -0.2 -0.22
C 1.946854 -0.072756 0.311292 -0.3 0.0 -0.1 0.21
C -2.257074 -3.168763 -1.610757 -0.1 -0.1 0.3 -0.40
C 5.882982 2.716071 0.778339 0.2 -0.2 0.0 -0.21
C -2.680261 2.426726 1.968928 0.1 0.1 -0.7 -0.31
C 0.588029 -0.090154 0.072908 0.2 0.1 0.1 -0.40
C 4.889723 0.119095 0.794481 -0.3 0.2 -0.1 -0.26
C -2.496491 2.910981 0.707533 0.0 -0.7 0.5 0.28
C -0.144346 1.133040 -0.159001 0.3 -0.4 0.0 0.69
C 4.539357 2.489136 0.564182 -0.2 -0.3 0.0 -0.24
C -2.843172 3.559832 2.804115 0.0 0.5 -0.2 -0.31
C -0.080034 -1.381892 0.069812 0.2 0.3 0.0 0.69
H -1.619998 -3.303632 0.451229 -0.1 0.1 -0.1 0.23
H -1.714324 2.879664 -1.261563 -0.1 -0.1 0.1 0.24
H -2.098805 -5.222353 -3.465810 0.1 0.0 -0.1 0.20
H 2.107077 1.889723 0.180573 0.1 -0.3 0.0 0.45
H -3.009205 3.560185 3.861645 0.0 0.1 0.2 0.23
H 6.275522 3.720297 0.773447 0.0 0.1 0.0 0.23
H -2.782246 -2.448096 -2.241082 0.0 0.0 0.0 0.21
H -1.246523 -3.299723 -2.004111 0.0 0.0 0.0 0.20
H -3.627433 -4.372733 -3.696708 0.0 0.0 -0.1 0.20
H -2.702769 1.397868 2.265861 0.0 -0.2 0.0 0.23
H 2.429008 -1.027957 0.476966 0.1 0.0 0.0 0.23
H -2.469039 -5.217382 -0.997304 0.0 0.0 0.1 0.20
H 3.872479 3.320392 0.390307 -0.1 0.1 0.0 0.22
H 6.902123 -0.485170 1.182848 0.1 -0.1 0.0 0.23
H -3.619508 -6.013869 -3.049580 0.0 -0.1 -0.1 0.21
H 4.521050 -0.893728 0.803159 0.0 -0.1 0.0 0.22
H -3.215402 1.921309 -1.055387 0.2 0.1 0.0 0.26
H -3.998659 -4.367515 -1.229389 0.0 0.0 0.1 0.20
H -2.811014 5.693693 2.175934 0.0 0.2 -0.1 0.20
H -3.167870 -2.437188 0.208409 0.1 0.0 0.0 0.22


no.,calculated total energy (Ha)
1,-808.39963
2,-1423.93471
3,-23069.61607
4,-1699.62603